one | {"formula": "C7H9N3O", "method": "ωB97M-V/def2-TZVPD", "species": ["O", "N", "N", "N", "C", "C", "C", "C", "C", "C", "C", "H", "H", "H", "H", "H", "H", "H", "H", "H"], "positions_angstrom": [[-1.1850, -0.8216, -0.6321], [1.0690, -0.2869, -0.4672], [2.2080, -0.4124, 0.2270], [3.2162, -0.3978, -0.5719], [2.7989, -0.1341, -1.7815], [-0.4411, -0.6334, 1.5471], [-1.7255, -1.0135, 1.6781], [1.4231, -0.0673, -1.7394], [-2.2986, -0.9923, 0.2732], [-0.1067, -0.4715, 0.1254], [-0.2545, 2.3226, 0.3865], [-2.7645, -1.9877, -0.0148], [-3.1200, -0.3331, 0.0876], [0.3697, -0.7283, 2.3431], [0.7410, 2.3523, 0.6212], [3.4743, -0.0566, -2.6201], [0.6736, 0.1610, -2.5040], [-0.9871, 1.9285, 1.0350], [-0.7444, 2.7299, -0.4758], [-2.3466, -1.1579, 2.4826]], "mulliken_charge": [-0.4119, 0.6978, -0.4526, -0.6168, -0.4938, -0.3427, -0.4102, -0.0974, -0.3474, 0.2370, -1.0140, 0.2832, 0.2937, 0.3647, 0.4377, 0.4187, 0.3565, 0.2618, 0.3153, 0.5203], "charge": 0, "gap_ev": [8.56, 6.93], "homo_ev": [-8.66, -6.73]}

two | {"formula": "C7H9N3O", "method": "ωB97M-V/def2-TZVPD", "species": ["O", "N", "N", "N", "C", "C", "C", "C", "C", "C", "C", "H", "H", "H", "H", "H", "H", "H", "H", "H"], "positions_angstrom": [[3.7124, -1.4337, -0.1490], [1.6175, -0.5433, -0.1109], [1.9590, -2.8835, -0.1677], [-0.5806, 0.3076, -0.0391], [-2.2359, 2.5712, -0.2047], [-0.1486, 1.3940, 0.4666], [2.5001, -1.5910, -0.1295], [0.6383, -3.1153, -0.3183], [-0.2408, -2.0859, -0.3386], [-0.9784, 2.6389, 0.6702], [0.2960, -0.7930, -0.1505], [-1.1348, 2.8931, 1.7224], [-2.7023, 3.5724, -0.2717], [-1.3133, -2.2855, -0.3604], [2.5938, -3.6532, -0.0819], [-0.3720, 3.4881, 0.2887], [-1.9470, 2.1923, -1.1813], [-2.9726, 1.8786, 0.2035], [0.9434, 1.6101, 0.5706], [0.3656, -4.1619, -0.4183]], "mulliken_charge": [-0.6447, -0.4199, -0.0358, -0.3751, -1.0945, 0.0167, 0.2271, -0.1596, -0.6557, -0.4179, 0.7192, 0.3157, 0.3610, 0.3905, 0.2179, 0.2636, 0.3127, 0.2729, 0.3090, 0.3968], "charge": 0, "gap_ev": 8.78, "homo_ev": -9.06}

Ordering by calculated energy gives the sequence two, one, with the first entry being the most stable.

one | {"formula": "C4H12P2S", "method": "ωB97M-V/def2-TZVPD", "species": ["S", "P", "P", "C", "C", "C", "C", "H", "H", "H", "H", "H", "H", "H", "H", "H", "H", "H", "H"], "positions_angstrom": [[2.2326, -1.3478, 0.9162], [1.2564, -0.4017, -0.5022], [0.7079, 1.5444, 0.3122], [-0.6337, 2.1473, -0.4703], [0.2684, 1.2058, 2.0244], [-2.6817, -2.4873, -0.0568], [2.6447, 0.0877, -1.7365], [-1.1482, 2.9980, -0.0641], [0.9578, 0.7250, 2.6329], [2.4930, 1.0190, -2.1633], [-0.6498, 2.3413, -1.6001], [3.5718, 0.0505, -1.2778], [-2.5149, -1.4141, -0.1053], [-0.7187, 0.7634, 2.1777], [-1.9035, -3.1210, -0.5744], [2.5716, -0.7686, -2.6224], [-2.8969, -2.7914, 0.9452], [0.0111, 1.9997, 2.7134], [-3.5679, -2.5504, -0.5491]], "mulliken_charge": [-0.4064, 0.2859, 0.2897, -0.7155, -1.2458, -0.9792, -1.0013, 0.3460, 0.4318, 0.3664, 0.2706, 0.3197, 0.1637, 0.3712, 0.2050, 0.2660, 0.2542, 0.4205, 0.3577], "charge": 0, "gap_ev": [6.93, 5.66], "homo_ev": [-7.89, -7.48]}

two | {"formula": "C4H12P2S", "method": "ωB97M-V/def2-TZVPD", "species": ["S", "P", "P", "C", "C", "C", "C", "H", "H", "H", "H", "H", "H", "H", "H", "H", "H", "H", "H"], "positions_angstrom": [[-2.6441, -1.1739, 0.2317], [-0.7098, 0.4379, -0.0362], [1.3415, -0.3085, -0.2859], [1.4983, -1.0100, 1.4177], [-1.0482, 1.3883, -1.5593], [0.8344, -1.8501, -1.1649], [-0.6752, 1.7401, 1.2510], [-0.0365, -2.2888, -0.6736], [2.3767, -1.6524, 1.4530], [1.6310, -0.2075, 2.1399], [-0.7569, 0.7934, -2.4255], [-2.1200, 1.5794, -1.6045], [0.5830, -1.6221, -2.1991], [0.6111, -1.5898, 1.6733], [-0.5064, 2.3336, -1.5560], [1.6659, -2.5555, -1.1599], [-1.6224, 2.2772, 1.2054], [0.1529, 2.4212, 1.0601], [-0.5752, 1.2873, 2.2328]], "mulliken_charge": [-0.3930, 0.3977, 0.0332, -1.0319, -1.0603, -0.9719, -1.1337, 0.2968, 0.3818, 0.3363, 0.3207, 0.3490, 0.3249, 0.3268, 0.3610, 0.3712, 0.3613, 0.3957, 0.3344], "charge": 0, "gap_ev": 7.69, "homo_ev": -7.84}

Ordering by calculated energy gives the sequence two, one, with the first entry being the most stable.

one | {"formula": "C5H32N2O11", "method": "ωB97M-V/def2-TZVPD", "species": ["O", "O", "O", "O", "O", "O", "O", "O", "O", "O", "O", "N", "N", "C", "C", "C", "C", "C", "H", "H", "H", "H", "H", "H", "H", "H", "H", "H", "H", "H", "H", "H", "H", "H", "H", "H", "H", "H", "H", "H", "H", "H", "H", "H", "H", "H", "H", "H", "H", "H"], "positions_angstrom": [[-0.2984, 0.2782, -3.4249], [-2.0116, -0.9399, -1.4882], [-0.4660, 2.8345, -2.8636], [-0.9404, 2.8328, -0.1234], [3.5264, 1.1606, -1.1243], [2.1366, -2.5066, -1.1172], [-0.2871, -1.6768, 4.4941], [-0.4083, -2.9642, -0.3479], [2.2645, -0.4912, -3.0475], [1.5869, 3.2613, -1.0947], [0.6586, -3.1386, 2.2873], [1.8281, -0.3172, 1.0800], [-1.5282, 1.4101, 1.5397], [-2.6145, 0.6071, 2.1134], [-3.0093, -0.6117, 1.2870], [-0.1382, 1.0486, 1.8230], [0.4617, 0.1085, 0.7696], [-1.7933, 2.2109, 0.5246], [-0.6086, -3.8559, -0.6857], [2.3997, -1.9964, -0.3592], [-1.4875, -1.6094, -1.0303], [1.8409, 4.1778, -0.8742], [-2.8624, 2.3483, 0.3027], [1.3273, -0.2208, -3.2093], [-1.4137, -0.4932, -2.1047], [1.4665, -2.6414, 2.0634], [-2.2449, -1.4033, 1.3691], [-3.9468, -1.0247, 1.6252], [-0.9333, 2.9006, -2.0012], [2.5006, 0.2721, 0.5918], [2.6428, -0.5999, -3.9195], [-0.7473, 0.2181, -4.2997], [0.4540, 0.6012, -0.1945], [-0.1660, -0.7660, 0.6816], [0.1247, -3.1337, 1.4584], [0.7839, 3.0682, -0.5415], [0.5104, -2.7391, -0.6834], [2.2300, -1.8902, -1.8891], [2.9156, 1.9486, -1.1362], [-3.4818, 1.2539, 2.2228], [-0.3764, -2.3613, 5.1648], [0.4263, 3.0422, -2.5972], [-2.3282, 0.3094, 3.1091], [-3.1217, -0.3751, 0.2287], [-0.3641, 1.2562, -3.2059], [0.4502, 1.9602, 1.8843], [-0.1082, 0.5578, 2.7854], [2.0076, -0.3173, 2.0850], [-0.0054, -2.1412, 3.6618], [3.1479, 0.5483, -1.7894]], "mulliken_charge": [-0.8254, -0.6859, -0.8517, -0.7800, -0.7495, -0.8241, -0.6357, -0.7651, -0.7316, -0.7148, -0.7560, -0.5273, 0.2853, -0.8360, -0.7052, -1.4097, 1.4728, 0.0306, 0.2468, 0.3376, 0.3471, 0.2600, 0.3543, 0.4285, 0.4068, 0.3252, -0.0030, 0.4639, 0.4433, 0.2641, 0.2811, 0.2652, -0.1263, -0.6700, 0.3691, 0.4843, 0.4522, 0.4363, 0.3895, 0.4203, 0.2900, 0.4335, 0.3911, 0.2895, 0.4434, 0.2685, 0.5998, 0.2765, 0.4360, 0.4047], "charge": 0, "gap_ev": 9.86, "homo_ev": -9.54}

two | {"formula": "C5H32N2O11", "method": "ωB97M-V/def2-TZVPD", "species": ["O", "O", "O", "O", "O", "O", "O", "O", "O", "O", "O", "N", "N", "C", "C", "C", "C", "C", "H", "H", "H", "H", "H", "H", "H", "H", "H", "H", "H", "H", "H", "H", "H", "H", "H", "H", "H", "H", "H", "H", "H", "H", "H", "H", "H", "H", "H", "H", "H", "H"], "positions_angstrom": [[-2.4188, -2.5603, -2.8052], [0.9646, -2.4393, 2.4945], [-1.6097, -0.1738, -3.7216], [3.9645, 0.8593, -0.2396], [0.2401, 2.4979, -0.8072], [-0.2691, -3.8920, -1.6302], [0.8062, 2.2858, 3.1960], [-0.5150, -0.1542, 3.2980], [2.4680, 1.9785, -2.3704], [-1.0954, -3.4284, 0.9176], [2.4123, -1.2804, -0.0958], [-1.3479, 1.9442, 2.2236], [1.2002, 3.0601, 1.1345], [-0.5802, 1.3405, 1.1467], [-2.2102, 1.0358, -0.8650], [-1.4142, 0.3964, 0.2608], [0.2604, 2.4221, 0.4153], [-0.4423, -0.6415, -0.3321], [-2.7226, -1.6466, -2.9350], [-2.1209, -0.1049, 0.9483], [0.0718, -1.2968, 0.3527], [-0.9700, -1.3510, -0.9808], [-1.7497, 1.0473, -1.8272], [3.3523, 1.1976, -0.8929], [-0.8323, -3.5179, -0.0356], [3.1652, -0.8459, 0.3492], [-2.3923, 2.1119, -0.6645], [-0.9446, -3.3270, -2.0856], [0.2606, 0.7590, 1.5666], [-0.6254, -0.3132, 4.2457], [-1.8105, -2.6199, -3.5550], [1.7516, 3.7266, 0.6291], [0.4500, -3.2204, 2.2439], [2.5963, 2.4197, -3.2195], [1.3245, 2.9385, 2.1297], [-1.6926, 1.2153, 2.8336], [-2.0985, 2.5016, 1.8365], [1.2057, -2.1311, 1.6097], [0.0020, -0.9556, 3.0291], [-0.7184, -0.4838, -3.5126], [-3.2387, 0.6924, -0.7895], [-1.6021, 0.6072, -4.2982], [-1.6669, -2.6640, 1.0141], [1.5622, 2.1590, -2.0951], [0.2849, -0.1292, -0.9643], [0.3505, 1.4387, 3.4058], [2.8655, -1.6687, -0.8671], [0.5304, -3.3375, -1.7819], [4.8833, 0.9275, -0.5262], [0.1155, 2.6202, 2.6171]], "mulliken_charge": [-0.7036, -0.7828, -0.6322, -0.6258, -0.7941, -0.7453, -0.7451, -0.5556, -0.6838, -0.7282, -0.5342, -0.5650, -0.3116, -0.7727, -1.7296, 0.8450, 0.4320, 0.2301, 0.3242, 0.3703, -0.6768, 0.1117, 0.1560, 0.4149, 0.4372, 0.2942, 0.4676, 0.3375, 0.7266, 0.2905, 0.3615, 0.2259, 0.4128, 0.2789, 0.2675, 0.1283, 0.2785, 0.1554, 0.3192, 0.3186, 0.4060, 0.2691, 0.3049, 0.3970, 0.1317, 0.5063, 0.2184, 0.3432, 0.2823, 0.5430], "charge": 0, "gap_ev": 9.11, "homo_ev": -9.18}

Ordering by calculated energy gives the sequence one, two, with the first entry being the most stable.

one | {"formula": "CH3F3N2S", "method": "ωB97M-V/def2-TZVPD", "species": ["S", "F", "F", "F", "N", "N", "C", "H", "H", "H"], "positions_angstrom": [[-0.3038, -1.5668, -0.0270], [0.8651, -1.7803, -2.4928], [-0.3232, -0.0419, -2.4712], [-1.2625, -2.0618, -2.6056], [0.1238, 1.9894, 2.4225], [0.5000, -0.4853, 0.4949], [-0.3253, -1.3311, -2.0156], [-0.4000, 0.9601, 2.3918], [1.0246, 1.9628, 2.7979], [0.1014, 2.3550, 1.5051]], "mulliken_charge": [0.2318, -0.2264, -0.2015, -0.1987, -0.6630, -0.1891, 0.5864, 0.2214, 0.2071, 0.2320], "charge": 0, "gap_ev": 7.78, "homo_ev": -9.53}

two | {"formula": "CH3F3N2S", "method": "ωB97M-V/def2-TZVPD", "species": ["S", "F", "F", "F", "N", "N", "C", "H", "H", "H"], "positions_angstrom": [[1.7724, 0.7661, 0.1245], [1.7907, -2.1534, 0.0374], [-0.1859, -1.1248, 0.3606], [1.3462, -1.3610, 1.9665], [-2.0617, 1.0510, -0.9602], [1.8964, 1.5961, 1.2898], [1.1928, -1.1582, 0.6579], [-1.4618, 0.4491, -0.4252], [-2.7929, 0.4834, -1.3283], [-1.4961, 1.4517, -1.7230]], "mulliken_charge": [0.2302, -0.1876, -0.2634, -0.2067, -0.6970, -0.1826, 0.5757, 0.2794, 0.2267, 0.2253], "charge": 0, "gap_ev": 8.42, "homo_ev": -9.98}

Ordering by calculated energy gives the sequence two, one, with the first entry being the most stable.